[1]
Formula: C5H6LiO4Sm
Source: the Open Molecules 2025 dataset
Level of theory: wB97M-V/def2-TZVPD

Computed properties:
- Multiplicity: 7
- Orbital gap (spin up / spin down): 0.21343 / 0.21803 Eh
- Energy above the lowest of the compared OMol25 structures with the same formula, charge and spin: 68.1 kcal/mol
- Charge: +1

XYZ file:
```
17
C5H6LiO4Sm | the Open Molecules 2025 dataset | wB97M-V/def2-TZVPD
O 2.457 1.609 1.253
C 2.166 0.834 0.309
O 2.622 0.959 -0.853
O 1.369 -0.205 0.625
C 0.631 -0.848 -0.413
Li 3.539 2.533 -0.095
H 0.380 -1.843 -0.022
H 1.334 -1.075 -1.224
C -0.631 -0.034 -1.342
C -1.135 0.062 -0.002
H -0.165 0.860 -1.772
H -1.195 -0.735 -1.972
Sm -1.804 -0.025 3.196
O -2.446 -1.240 1.640
C -2.287 -0.602 0.471
H -2.834 -1.180 -0.292
H -2.001 0.929 0.492
```



[2]
Formula: C3H11NO4
Source: the Open Molecules 2025 dataset
Level of theory: wB97M-V/def2-TZVPD

Computed properties:
- Multiplicity: 1
- Orbital gap: 0.12787 Eh
- Energy above the lowest of the compared OMol25 structures with the same formula, charge and spin: 200.0 kcal/mol

XYZ file:
```
19
C3H11NO4 | the Open Molecules 2025 dataset | wB97M-V/def2-TZVPD
C -0.679 0.803 -1.598
C 1.116 -0.543 1.366
O 0.802 -1.473 2.349
C 0.370 -0.024 -2.035
N 0.965 0.345 -3.260
O 0.773 -1.048 -1.486
H -1.128 1.511 -2.282
H -1.122 0.621 -0.621
H 0.290 -0.385 0.690
H 1.431 0.402 1.858
H 2.021 -0.812 0.799
H 1.848 -0.137 -3.369
H 0.941 1.315 -3.524
H -1.698 -0.698 0.084
H -1.899 0.025 1.424
O -2.134 0.078 0.457
H -0.003 -0.916 2.812
H -1.009 0.742 3.554
O -0.885 0.195 2.781
```



[3]
Formula: C8H10N5
Source: the Open Molecules 2025 dataset
Level of theory: wB97M-V/def2-TZVPD

Computed properties:
- Multiplicity: 1
- Orbital gap: 0.30352 Eh
- Energy above the lowest of the compared OMol25 structures with the same formula, charge and spin: 108.4 kcal/mol
- Charge: +1

XYZ file:
```
23
C8H10N5 | the Open Molecules 2025 dataset | wB97M-V/def2-TZVPD
C -0.306 -0.444 -0.098
C 2.157 0.388 0.220
C 1.182 1.373 0.081
C 1.807 -0.981 0.174
C -4.490 -0.893 -0.531
C -3.217 -1.208 -0.306
C 1.380 2.809 0.002
C 2.807 -2.125 0.411
N -1.259 1.730 -0.079
N -2.250 1.013 -0.110
N 0.541 -1.415 -0.072
N -0.098 0.858 -0.099
N -2.238 -0.218 -0.297
H 3.235 0.585 0.318
H -5.242 -1.685 -0.599
H -4.854 0.131 -0.336
H -2.791 -2.282 -0.080
H 0.809 3.402 -0.712
H 2.401 2.927 -0.410
H 1.324 3.239 0.984
H 2.319 -2.884 -0.139
H 2.864 -2.326 1.530
H 3.919 -1.994 0.149
```



[4]
Formula: C2H4N2OS2
Source: the Open Molecules 2025 dataset
Level of theory: wB97M-V/def2-TZVPD

Computed properties:
- Multiplicity: 1
- Orbital gap: 0.29534 Eh
- Energy above the lowest of the compared OMol25 structures with the same formula, charge and spin: 48.5 kcal/mol
- SMILES: N/C(=N/S)C(=O)S

XYZ file:
```
11
C2H4N2OS2 | the Open Molecules 2025 dataset | wB97M-V/def2-TZVPD
N 0.947 -0.877 1.344
C 0.213 -0.341 0.358
N -0.989 -0.841 0.109
S -1.929 -0.198 -1.132
C 0.713 0.956 -0.157
O 1.464 1.606 0.546
S 0.671 1.652 -1.750
H 0.405 -1.572 1.945
H 1.475 -0.205 1.777
H -3.307 -0.688 -0.479
H 0.338 0.507 -2.562
```